This record from OMol25 describes 2 unconnected molecules or ions with the total composition C29H43F4NO9P3. The level of theory is ωB97M-V with the def2-TZVPD basis set.

Element x y z (Å)
C: 2.34 -3.01 1.41
C: 1.92 -3.07 -0.19
O: 2.49 -1.96 -0.99
P: 2.09 -2.20 -2.68
O: 1.39 -3.61 -2.97
C: 0.81 -0.84 -3.12
C: -0.27 -0.59 -1.87
C: -1.34 0.53 -2.42
C: -1.88 1.58 -1.29
C: -3.50 1.64 -0.88
C: -4.62 0.61 -1.55
C: -4.67 -0.75 -0.63
O: -3.84 -1.80 -0.72
C: -4.11 2.73 0.24
C: -5.68 2.80 0.71
C: -5.71 2.27 2.29
C: -6.73 1.00 2.52
F: -6.81 0.81 4.02
C: -3.08 3.83 0.97
C: -1.50 3.75 0.56
C: -0.89 2.65 -0.55
C: 0.75 2.77 -0.81
O: 1.29 2.34 -1.95
C: 1.75 3.49 0.33
P: 3.64 3.05 0.42
N: 3.93 1.80 1.69
O: 4.19 2.32 -1.06
C: 1.15 4.49 1.30
P: 2.15 5.44 2.63
C: 3.36 6.58 1.61
C: 3.20 4.29 3.74
C: 4.83 4.54 3.50
C: -0.48 4.84 1.24
O: -0.97 6.01 1.71
O: 3.47 -1.99 -3.73
C: 4.25 -0.80 -3.33
C: 5.59 -1.25 -2.50
H: 2.43 -4.14 1.77
H: 3.41 -2.50 1.58
H: 1.52 -2.51 2.08
H: 0.73 -3.02 -0.30
H: 2.30 -4.13 -0.58
H: 1.32 0.17 -3.41
H: 0.20 -1.19 -4.09
H: 0.26 -0.30 -0.87
H: -0.87 -1.62 -1.79
H: -2.18 -0.06 -3.00
H: -0.76 1.15 -3.26
H: -5.68 1.13 -1.70
H: -4.31 0.26 -2.65
H: -5.54 -0.82 0.18
H: -6.00 3.95 0.64
H: -6.40 2.09 0.12
H: -4.63 1.89 2.55
H: -5.94 3.19 2.98
H: -7.77 1.22 2.03
H: -6.18 0.05 2.08
H: -3.55 4.61 1.73
H: 3.04 1.48 2.12
H: 4.52 1.02 1.33
H: 3.98 1.32 -0.95
H: 2.66 7.46 1.21
H: 3.87 5.99 0.73
H: 4.12 7.05 2.38
H: 3.00 4.64 4.86
H: 2.90 3.16 3.70
H: 5.03 5.64 3.92
H: 5.14 4.57 2.38
H: 5.50 3.74 4.05
H: 4.59 -0.17 -4.28
H: 3.54 -0.09 -2.71
H: 5.55 -0.91 -1.38
H: 5.67 -2.42 -2.52
H: 6.57 -0.77 -2.99
C: -0.96 -7.52 -1.63
C: -1.05 -6.02 -1.79
O: -2.04 -5.42 -0.96
C: -1.72 -5.16 0.44
O: -0.58 -4.49 0.55
C: -1.79 -6.45 1.35
F: -2.81 -7.27 0.96
F: -2.06 -6.13 2.65
F: -0.67 -7.21 1.36
H: -1.96 -7.97 -1.52
H: -0.47 -7.97 -2.50
H: -0.37 -7.80 -0.76
H: -1.37 -5.82 -2.82
H: -0.07 -5.55 -1.69
H: -2.64 -4.63 0.75

As for the spin multiplicity: 1. The value obtained for the max |F| is 8.6 eV/A. Its total energy is -3285.61892 Ha. The net charge is -1. The molar mass is 718.57 g/mol. Its HOMO energy is -3.87 eV. The HOMO-LUMO gap is 3.461 eV.

Here is what Mulliken gives for the atomic charges, in e:
1 C -1.044
2 C 0.171
3 O -0.064
4 P 0.755
5 O -0.663
6 C -0.651
7 C -0.253
8 C -0.361
9 C 0.344
10 C -0.312
11 C -1.084
12 C 0.182
13 O -0.367
14 C 0.426
15 C -0.477
16 C -0.513
17 C -0.053
18 F -0.340
19 C -0.824
20 C 0.172
21 C 0.404
22 C 0.344
23 O -0.547
24 C 0.476
25 P 0.315
26 N -0.529
27 O -0.372
28 C -0.297
29 P 0.011
30 C -0.859
31 C -0.455
32 C -0.842
33 C -0.068
34 O -0.552
35 O -0.453
36 C 0.361
37 C -0.935
38 H 0.282
39 H 0.233
40 H 0.244
41 H 0.046
42 H 0.234
43 H 0.294
44 H 0.338
45 H 0.152
46 H 0.331
47 H 0.194
48 H 0.371
49 H 0.357
50 H 0.358
51 H 0.115
52 H 0.337
53 H 0.186
54 H 0.316
55 H 0.280
56 H 0.274
57 H 0.029
58 H 0.268
59 H 0.277
60 H 0.240
61 H 0.149
62 H 0.322
63 H 0.239
64 H 0.316
65 H 0.351
66 H 0.263
67 H 0.290
68 H 0.236
69 H 0.272
70 H 0.330
71 H -0.327
72 H 0.179
73 H 0.289
74 H 0.291
75 C -1.232
76 C 0.240
77 O -0.387
78 C 0.137
79 O -0.800
80 C 0.762
81 F -0.291
82 F -0.300
83 F -0.260
84 H 0.230
85 H 0.454
86 H 0.218
87 H 0.288
88 H -0.016
89 H -0.043



This record from OMol25 describes a molecular structure, C24H33IrN2. The level of theory is ωB97M-V with the def2-TZVPD basis set.

Element x y z (Å)
C: 0.75 0.16 1.97
C: -0.27 -0.96 2.08
C: -1.51 -0.33 2.47
C: -1.36 1.06 2.48
C: -0.04 1.39 2.18
Ir: 0.33 -0.44 0.13
C: -0.71 0.61 -3.06
C: 0.59 0.71 -2.29
H: 1.47 0.84 -2.93
C: 0.72 1.21 -0.93
H: 0.03 1.99 -0.57
H: 1.74 1.45 -0.56
C: -0.49 0.52 -4.57
H: 0.11 -0.37 -4.83
H: -1.47 0.44 -5.09
H: 0.04 1.44 -4.90
C: -1.58 1.89 -2.77
H: -1.73 2.05 -1.68
H: -1.17 2.83 -3.17
H: -2.56 1.65 -3.23
C: 0.09 -2.35 2.48
H: 0.92 -2.73 1.88
H: 0.39 -2.39 3.54
H: -0.77 -3.01 2.34
C: -2.72 -1.07 2.91
H: -2.76 -2.07 2.47
H: -2.75 -1.20 4.01
H: -3.64 -0.54 2.63
C: -2.44 2.04 2.83
H: -3.36 1.84 2.27
H: -2.68 2.00 3.90
H: -2.14 3.06 2.58
C: 0.56 2.74 2.25
H: 0.00 3.46 1.64
H: 0.57 3.12 3.28
H: 1.60 2.73 1.88
C: 2.15 0.02 2.46
H: 2.81 0.64 1.85
H: 2.21 0.39 3.49
H: 2.47 -1.03 2.46
C: -1.33 -0.58 -1.08
C: -1.58 -0.37 -2.52
C: -2.67 -0.69 -0.48
C: -2.48 -1.08 -3.29
H: -0.96 -1.48 -1.41
C: -3.75 -1.06 -1.27
H: -2.82 -0.44 0.55
C: -3.70 -1.37 -2.66
H: -2.38 -1.34 -4.35
H: -4.64 -1.00 -0.62
H: -4.62 -1.69 -3.11
N: 2.69 -2.23 -0.09
C: 3.57 -2.80 -0.93
C: 3.09 -2.60 -2.22
C: 1.88 -1.88 -2.10
N: 1.68 -1.62 -0.77
H: 2.78 -2.23 0.93
H: 4.47 -3.26 -0.59
H: 3.52 -2.90 -3.13
H: 1.24 -1.52 -2.90

Its expectation value of S² is 8.844. As for the energy relative to the best compared isomer or geometry (same formula, charge and spin): 48.8 kcal per mole. As for the spin multiplicity: 6. The value obtained for the max |F| is 4.2 eV/A. Its total energy is -1147.54778 Ha. The net charge is +1. The molar mass is 541.76 g/mol. Its HOMO energy (alpha / beta) is -8.58 / -10.84 eV. The HOMO-LUMO gap (alpha / beta) is 5.206 / 6.005 eV.

Here is what Mulliken gives for the atomic charges, in e:
1 C 2.259
2 C -0.113
3 C -0.254
4 C 1.840
5 C -0.451
6 Ir 1.346
7 C 3.327
8 C -2.448
9 H 0.439
10 C -0.967
11 H 0.476
12 H 0.772
13 C -1.721
14 H 0.315
15 H 0.449
16 H 0.408
17 C -1.492
18 H 0.257
19 H 0.346
20 H 0.464
21 C -1.513
22 H 0.269
23 H 0.285
24 H 0.476
25 C -1.470
26 H 0.413
27 H 0.329
28 H 0.385
29 C -1.956
30 H 0.385
31 H 0.301
32 H 0.451
33 C -2.285
34 H 0.458
35 H 0.418
36 H 0.336
37 C -1.792
38 H 0.342
39 H 0.364
40 H 0.480
41 C 1.061
42 C -1.203
43 C -0.433
44 C -0.653
45 H 0.412
46 C -0.600
47 H 0.014
48 C -1.244
49 H 0.545
50 H 0.411
51 H 0.433
52 N 0.070
53 C -0.125
54 C -1.034
55 C -0.175
56 N -0.048
57 H 0.158
58 H 0.477
59 H 0.469
60 H 0.539



This record from OMol25 describes 2 unconnected molecules or ions with the total composition C4H13N2O. The level of theory is ωB97M-V with the def2-TZVPD basis set.

Element x y z (Å)
C: 2.68 -0.18 1.11
C: 1.95 -0.55 -0.19
C: 0.48 -0.25 -0.23
C: -0.44 -1.23 -0.13
N: -1.82 -1.03 -0.65
N: 0.18 1.05 -0.48
H: 2.80 -0.98 1.83
H: 2.21 0.67 1.59
H: 3.68 0.25 0.98
H: 2.19 -1.59 -0.40
H: 2.37 0.03 -1.02
H: -0.26 -2.27 0.07
H: -2.30 -1.93 -0.77
H: -2.39 -0.53 0.05
H: -1.82 -0.53 -1.53
H: -0.78 1.37 -0.54
H: 0.93 1.69 -0.32
H: -3.35 2.64 -0.20
H: -3.47 1.42 0.65
O: -2.83 1.94 0.17

As for the energy relative to the best compared isomer or geometry (same formula, charge and spin): 43.1 kcal per mole. As for the spin multiplicity: 1. The value obtained for the max |F| is 1.5 eV/A. Its total energy is -344.69812 Ha. The net charge is +1. The molar mass is 105.16 g/mol. Its HOMO energy is -12.72 eV. The HOMO-LUMO gap is 9.226 eV.

Here is what Mulliken gives for the atomic charges, in e:
1 C -1.048
2 C -0.894
3 C 0.622
4 C -0.525
5 N -0.249
6 N -0.367
7 H 0.323
8 H 0.319
9 H 0.337
10 H 0.347
11 H 0.405
12 H 0.360
13 H 0.384
14 H 0.269
15 H 0.355
16 H 0.089
17 H 0.263
18 H 0.320
19 H 0.306
20 O -0.616



This record from OMol25 describes 2 unconnected molecules or ions with the total composition CH8N3O. The level of theory is ωB97M-V with the def2-TZVPD basis set.

Element x y z (Å)
N: -0.20 0.40 -1.29
C: -0.60 -0.64 -0.19
N: -1.27 0.44 0.70
N: 0.44 -1.19 0.56
H: -0.64 0.33 -2.19
H: 0.77 0.21 -1.52
H: -1.79 1.09 0.18
H: -1.62 0.13 1.59
H: -1.40 -1.36 -0.52
H: 0.73 -2.13 0.46
H: 1.37 0.33 0.59
H: 2.30 1.28 1.26
O: 1.90 1.12 0.37

Its expectation value of S² is 1.636. As for the energy relative to the best compared isomer or geometry (same formula, charge and spin): 187.9 kcal per mole. As for the spin multiplicity: 2. The value obtained for the max |F| is 4.2 eV/A. Its total energy is -281.38584 Ha. The net charge is +2. The molar mass is 78.09 g/mol. Its HOMO energy (alpha / beta) is -20.89 / -20.25 eV. The HOMO-LUMO gap (alpha / beta) is 5.502 / 5.568 eV.

Here is what Mulliken gives for the atomic charges, in e:
1 N -0.165
2 C 0.180
3 N -0.043
4 N -0.402
5 H 0.348
6 H 0.369
7 H 0.305
8 H 0.332
9 H 0.485
10 H 0.301
11 H 0.404
12 H 0.405
13 O -0.518



This record from OMol25 describes a single C4H5NO molecule. The level of theory is ωB97M-V with the def2-TZVPD basis set.

Element x y z (Å)
O: 2.32 -0.96 0.05
C: 1.21 -0.47 -0.08
N: 0.01 -1.14 -0.08
C: -1.14 -0.26 -0.07
C: -0.45 1.08 0.13
C: 0.85 0.97 -0.09
H: -0.03 -2.15 -0.09
H: -1.88 -0.50 0.70
H: -1.66 -0.30 -1.04
H: -0.82 1.95 0.64
H: 1.57 1.78 -0.07

As for the energy relative to the best compared isomer or geometry (same formula, charge and spin): 7.9 kcal per mole. As for the spin multiplicity: 1. The value obtained for the max |F| is 1.1 eV/A. Its total energy is -285.40193 Ha. The net charge is 0. The molar mass is 83.09 g/mol. As for the SMILES: O=C1C=CCN1. Its HOMO energy is -9.73 eV. The HOMO-LUMO gap is 10.559 eV.

Here is what Mulliken gives for the atomic charges, in e:
1 O -0.618
2 C 0.320
3 N -0.090
4 C -0.364
5 C -0.325
6 C -0.359
7 H 0.183
8 H 0.284
9 H 0.213
10 H 0.361
11 H 0.393